# 1
{
  "formula": "CH8OSi2",
  "method": "the ωB97M-V functional and the def2-TZVPD basis",
  "lumo_energy_ev": 0.39,
  "homo_lumo_gap_ev": 8.4,
  "de_lowest_kcal_mol": 48.0,
  "e_homo_ev": -7.963,
  "total_energy_ha": -696.9925,
  "elements": ["Si", "Si", "O", "C", "H", "H", "H", "H", "H", "H", "H", "H"],
  "xyz": [[0.66787, -1.90221, 0.77445], [0.21848, -0.54830, -1.01475], [-0.09265, 2.40823, 0.63676], [-1.01814, 1.60738, -0.02084], [-1.72159, 1.20063, 0.69505], [1.76506, -1.37663, 1.58987], [-0.51231, -2.04973, 1.63099], [-0.72588, -1.00279, -2.04011], [0.48639, 2.81915, -0.01901], [1.35797, 0.03471, -1.73468], [1.06662, -3.26373, 0.38052], [-1.49182, 2.07329, -0.87825]],
  "forces_ev_per_a": [[0.14, -0.48, 0.16], [-1.66, 2.84, 0.72], [-0.01, 0.07, -0.23], [1.53, -1.95, -0.65], [0.02, -0.05, -0.03], [0.17, 0.26, 0.08], [-0.27, 0.09, 0.07], [-0.13, -0.39, -0.07], [-0.17, -0.11, 0.19], [0.33, -0.03, 0.04], [0.05, -0.16, -0.14], [0.00, -0.08, -0.13]],
  "nbo_charge": [0.390, 0.355, -0.714, -0.171, 0.176, -0.123, -0.127, -0.141, 0.472, -0.144, -0.135, 0.163]
}

# 2
{
  "formula": "C15H28BN3O2P",
  "method": "the ωB97M-V functional and the def2-TZVPD basis",
  "lumo_energy_ev": -5.54,
  "total_charge": 1,
  "homo_lumo_gap_ev": 1.9,
  "e_homo_ev": -7.396,
  "total_energy_ha": -1268.9197,
  "elements": ["P", "O", "O", "N", "N", "N", "C", "C", "C", "C", "C", "C", "C", "C", "C", "C", "C", "C", "C", "C", "C", "B", "H", "H", "H", "H", "H", "H", "H", "H", "H", "H", "H", "H", "H", "H", "H", "H", "H", "H", "H", "H", "H", "H", "H", "H", "H", "H", "H", "H"],
  "xyz": [[2.93491, -2.35620, -0.28554], [0.93349, -4.76035, -1.55548], [-0.14201, -4.41358, 0.52640], [5.64881, -3.25075, -0.68153], [-1.53639, -0.17651, 2.20810], [-3.36901, 5.40804, -1.57176], [-1.20287, 2.08825, 1.60799], [5.47315, -4.66956, -0.40214], [4.86751, -2.32931, 0.06338], [-3.15687, 5.54577, -0.24511], [-3.26656, 4.18964, -2.15270], [-3.69651, 6.57334, -2.40938], [-2.94200, 3.08241, -1.42155], [-1.09752, -1.38676, 2.91317], [-2.30753, 2.03528, 0.74736], [-0.84002, 0.97375, 2.31669], [-2.61261, -0.25258, 1.39225], [-2.82159, 4.47211, 0.53445], [-2.69859, 3.19900, -0.04258], [-3.01361, 0.82560, 0.65425], [1.00164, -2.38864, -0.59327], [0.58552, -3.88741, -0.54921], [-3.44349, 4.15227, -3.21819], [-1.84343, -1.72780, 3.62702], [-0.16341, -1.17467, 3.42253], [3.13163, -3.17486, -1.50236], [2.75005, -1.53667, 0.93843], [-4.64142, 6.39868, -2.91855], [-0.60185, 2.98188, 1.69880], [2.79713, -3.59406, 0.55893], [-2.85278, 2.13035, -1.92582], [6.33523, -5.06848, 0.13960], [0.74844, -1.93779, -1.55532], [3.03867, -1.11782, -1.09067], [5.60238, -3.05943, -1.67207], [-3.27003, 6.54124, 0.15835], [-3.87416, 0.72410, 0.00813], [0.02732, 0.95140, 2.95964], [5.18456, -1.31078, -0.17105], [-2.90412, 6.72797, -3.13855], [4.98228, -2.51233, 1.13496], [-0.93375, -2.14231, 2.14022], [5.37045, -5.24181, -1.32325], [-3.11015, -1.21077, 1.34817], [0.54614, -1.83087, 0.23132], [-2.66804, 4.62306, 1.59351], [4.57946, -4.84345, 0.20197], [1.84177, -4.62783, -1.85946], [0.41237, -5.09054, 0.93540], [-3.78254, 7.44981, -1.77552]],
  "forces_ev_per_a": [[-0.51, 0.42, 0.17], [0.32, -0.47, 0.55], [0.34, 0.45, 0.24], [-0.17, -0.03, -0.25], [-0.13, 0.10, 0.26], [-0.01, 0.00, -0.03], [-0.12, 0.02, 0.13], [0.02, -0.02, 0.12], [0.47, -0.05, 0.12], [0.03, 0.02, 0.01], [-0.01, 0.00, -0.01], [0.00, -0.02, 0.03], [-0.21, -0.01, 0.05], [0.21, -0.22, -0.39], [-0.08, 0.11, -0.01], [0.09, -0.03, -0.09], [0.08, -0.05, -0.12], [0.20, 0.04, -0.08], [0.06, -0.10, 0.01], [0.18, -0.08, -0.17], [-0.63, -0.19, 0.07], [-0.01, -0.05, -0.13], [0.01, 0.01, 0.00], [-0.09, 0.12, -0.04], [0.02, -0.06, -0.01], [0.04, -0.08, 0.06], [0.05, -0.07, -0.03], [0.00, 0.01, 0.00], [0.00, 0.00, 0.00], [0.07, 0.04, -0.15], [0.02, 0.00, 0.00], [-0.02, 0.01, 0.04], [0.32, 0.19, 0.02], [0.05, -0.08, -0.05], [0.05, 0.04, 0.01], [-0.01, 0.00, -0.01], [-0.01, 0.01, 0.02], [-0.01, -0.01, 0.00], [-0.11, 0.03, 0.03], [0.00, 0.01, 0.00], [-0.13, -0.04, -0.01], [0.13, -0.20, 0.22], [0.02, 0.03, -0.03], [-0.01, 0.01, 0.03], [0.11, 0.18, -0.08], [-0.01, 0.00, 0.00], [0.00, -0.01, -0.03], [-0.18, 0.37, -0.33], [-0.41, -0.34, -0.16], [-0.01, 0.01, -0.01]],
  "nbo_charge": [0.591, -0.919, -0.946, -0.578, -0.267, -0.280, -0.222, -0.426, -0.407, 0.080, 0.085, -0.408, -0.220, -0.421, -0.025, 0.094, 0.077, -0.217, 0.023, -0.206, -1.050, 1.138, 0.241, 0.232, 0.235, -0.200, -0.185, 0.236, 0.249, -0.171, 0.257, 0.194, 0.233, -0.143, 0.368, 0.240, 0.247, 0.244, 0.205, 0.237, 0.196, 0.265, 0.201, 0.248, 0.191, 0.252, 0.201, 0.504, 0.497, 0.233]
}

# 3
{
  "formula": "H6NP5",
  "method": "the ωB97M-V functional and the def2-TZVPD basis",
  "lumo_energy_ev": [-1.39, -1.32],
  "homo_lumo_gap_ev": [6.3, 6.4],
  "de_lowest_kcal_mol": 21.8,
  "e_homo_ev": [-7.659, -7.711],
  "total_energy_ha": -1764.9890,
  "elements": ["P", "P", "P", "P", "P", "N", "H", "H", "H", "H", "H", "H"],
  "xyz": [[-1.70151, -0.88485, -0.61625], [-2.21497, 0.93040, 0.32875], [1.36898, 1.37260, 0.35865], [-0.43526, -1.63183, 1.10523], [1.01822, -0.70478, -0.19681], [2.50658, -1.23367, -0.49497], [-0.08997, -3.01723, 0.51097], [2.67393, -2.16544, -0.92013], [0.49408, 1.03973, 1.45616], [-2.59178, 1.39830, -0.84286], [2.59614, 1.06370, 0.99792], [-3.63699, 0.60895, 0.67009]],
  "forces_ev_per_a": [[2.00, -1.37, -0.83], [-1.01, 0.09, 2.77], [-0.77, -0.09, 0.26], [0.70, -1.97, -0.48], [0.66, -0.61, 0.55], [-1.66, -0.40, -1.16], [-0.53, 1.74, 0.68], [-0.30, 0.71, 0.60], [0.58, 0.64, -0.11], [-0.70, 1.33, -2.23], [-0.24, -0.17, 0.11], [1.25, 0.09, -0.17]],
  "nbo_charge": [-0.127, -0.025, 0.062, -0.055, 0.889, -1.181, 0.025, 0.388, 0.010, -0.020, 0.025, 0.008]
}

# 4
{
  "formula": "C5H5NOS",
  "method": "the ωB97M-V functional and the def2-TZVPD basis",
  "lumo_energy_ev": -0.48,
  "smiles": "CC#CC(=O)NC=S",
  "homo_lumo_gap_ev": 7.7,
  "de_lowest_kcal_mol": 107.1,
  "e_homo_ev": -8.215,
  "total_energy_ha": -721.5490,
  "elements": ["S", "O", "N", "C", "C", "C", "C", "C", "H", "H", "H", "H", "H"],
  "xyz": [[2.95559, -0.11235, 0.20099], [0.61677, 1.73433, -0.04141], [0.42030, -0.67055, -0.41218], [1.64321, -1.09924, -0.11549], [-4.26131, -0.41486, 0.25466], [-2.79392, -0.03161, -0.07957], [-1.61896, 0.43221, -0.09846], [-0.09736, 0.75671, -0.07490], [1.78508, -2.16093, 0.03666], [-5.08698, 0.36102, -0.43956], [-0.21764, -1.54649, -0.06507], [-4.45180, -1.38623, -0.20288], [-4.42430, -0.50981, 1.35407]],
  "forces_ev_per_a": [[-0.80, -1.19, -0.48], [-2.71, -2.32, 0.30], [-2.97, -1.47, 2.11], [3.69, 1.98, 1.06], [-0.24, 1.86, -2.86], [2.71, 1.89, 1.17], [-2.86, -0.29, 0.50], [-0.10, -2.03, -1.80], [-0.33, -0.28, -0.31], [2.64, -2.15, 2.69], [0.94, 3.42, -1.52], [0.01, -0.04, 0.14], [0.02, 0.63, -1.00]],
  "nbo_charge": [-0.093, -0.444, -0.640, -0.081, -0.681, 0.079, -0.182, 0.685, 0.198, 0.253, 0.412, 0.237, 0.257]
}